{"formula": "C4H6FN2", "method": "the ωB97M-V functional and the def2-TZVPD basis", "symbols": ["C", "C", "C", "N", "F", "C", "N", "H", "H", "H", "H", "H", "H"], "positions_angstrom": [[-1.43886, 0.83860, -1.06504], [-0.29637, 0.18934, -0.22088], [-0.54532, -0.75599, 0.83613], [0.80408, -1.03287, 1.21924], [1.09434, -1.87755, 2.21786], [1.71527, -0.32992, 0.49003], [1.06304, 0.47531, -0.42652], [-2.18879, 1.36940, -0.41426], [-1.01447, 1.53070, -1.84719], [-1.97970, -0.01322, -1.57132], [-1.48870, -1.16344, 1.25856], [2.81670, -0.36466, 0.62570], [1.45879, 1.13430, -1.10231]], "nbo_charge": [-0.6614, 0.1970, -0.1049, 0.1132, -0.1061, 0.2072, -0.4780, 0.2660, 0.2453, 0.2613, 0.3016, 0.2788, 0.4802], "e_above_lowest_kcal_mol": 52.6, "homo_lumo_gap_ha": 0.3868, "total_charge": 1, "max_force_ev_per_a": 4.6, "spin_multiplicity": 1, "total_energy_ev": -9933.30657, "smiles": "Cc1cn(F)c[nH+]1"}



{"formula": "C33H51AsCl3GeN3O2Si3Ta", "method": "the ωB97M-V functional and the def2-TZVPD basis", "symbols": ["Ta", "O", "C", "C", "C", "C", "C", "C", "C", "N", "C", "C", "N", "C", "C", "C", "C", "C", "C", "C", "O", "H", "H", "H", "H", "H", "H", "H", "H", "H", "H", "H", "H", "H", "H", "C", "Si", "C", "C", "C", "Si", "C", "C", "C", "Si", "C", "C", "C", "C", "C", "C", "C", "N", "H", "H", "H", "H", "H", "H", "H", "H", "H", "H", "H", "H", "H", "H", "H", "H", "H", "H", "H", "H", "H", "H", "H", "H", "H", "H", "H", "H", "Cl", "Ge", "Cl", "Cl", "C", "As", "C", "C", "H", "H", "H", "H", "H", "H", "H", "H", "H"], "positions_angstrom": [[-0.18419, 0.35208, -0.53624], [-0.37164, -1.49866, -0.15423], [-0.79443, -2.47631, 0.69466], [-1.40278, -3.62868, 0.22579], [-1.80681, -4.60308, 1.12766], [-1.61788, -4.44763, 2.49569], [-1.03553, -3.28785, 2.96108], [-0.62635, -2.29238, 2.06860], [-0.12114, -1.05885, 2.60302], [0.21042, -0.01374, 1.93845], [0.53470, 1.13222, 2.80753], [0.73302, 2.33177, 1.91301], [-0.30264, 2.21844, 0.88464], [-1.28922, 3.03120, 0.99910], [-2.58538, 2.88868, 0.39152], [-3.56152, 3.87121, 0.60000], [-4.87414, 3.63148, 0.25362], [-5.23384, 2.38235, -0.24741], [-4.28790, 1.38919, -0.44920], [-2.96248, 1.66706, -0.16831], [-1.99885, 0.73758, -0.40277], [-1.57014, -3.76394, -0.82716], [-2.27605, -5.50187, 0.74977], [-1.93178, -5.21941, 3.18376], [-0.88859, -3.13432, 4.02331], [-0.06912, -1.02264, 3.69463], [1.42159, 0.93015, 3.40768], [-0.30013, 1.31786, 3.48711], [1.71778, 2.29450, 1.46336], [0.64884, 3.26871, 2.46633], [-1.19251, 3.85862, 1.70441], [-3.27669, 4.81291, 1.05351], [-5.62573, 4.39315, 0.40403], [-6.27034, 2.17697, -0.47953], [-4.56486, 0.41517, -0.82528], [2.51837, 0.80923, -3.54619], [1.38314, -0.69095, -3.43598], [1.31952, -1.34300, -5.19085], [2.16508, -2.12425, -2.49946], [-0.31235, -0.20690, -2.64841], [-1.49709, -1.69746, -3.04040], [-2.14788, -1.61141, -4.79997], [-0.69803, -3.40065, -3.00067], [-3.05018, -1.73855, -1.98158], [-1.02224, 1.21273, -3.68437], [-2.86027, 1.55295, -3.56176], [-0.60991, 1.37812, -5.50026], [-0.12945, 2.65308, -2.86796], [0.02459, 3.88988, -3.49367], [0.83277, 4.86137, -2.94258], [1.47712, 4.56789, -1.74806], [1.24426, 3.34941, -1.15584], [0.45557, 2.39294, -1.68238], [3.46709, 0.50220, -3.99457], [2.73708, 1.31561, -2.60578], [2.09006, 1.55906, -4.21523], [2.35918, -1.56447, -5.45391], [0.94477, -0.64392, -5.93411], [0.76936, -2.27664, -5.28734], [3.23064, -2.18410, -2.71630], [1.73176, -3.04596, -2.88223], [2.01678, -2.12022, -1.41747], [-1.36286, -1.64442, -5.55337], [-2.80478, -0.77100, -5.01713], [-2.75076, -2.51593, -4.93026], [-0.12781, -3.58202, -3.91110], [-1.52351, -4.12001, -3.01451], [-0.05963, -3.63281, -2.15344], [-3.75357, -0.98098, -2.32906], [-2.91274, -1.62264, -0.90854], [-3.53380, -2.70466, -2.15209], [-3.37876, 1.21221, -4.45779], [-3.00491, 2.63562, -3.50044], [-3.34834, 1.11024, -2.70097], [-1.00720, 0.55462, -6.09148], [0.45033, 1.48644, -5.72252], [-1.11534, 2.28306, -5.85186], [-0.47843, 4.06746, -4.43498], [0.97488, 5.81565, -3.43236], [2.14552, 5.27297, -1.27383], [1.72252, 3.12820, -0.22215], [2.45175, -3.96202, 3.11136], [2.47890, -4.05822, 0.95831], [4.54674, -4.01191, 0.37612], [1.57866, -5.86362, 0.26572], [3.94981, 2.06913, 0.07705], [2.94059, 0.39036, 0.03292], [3.38919, -0.26798, 1.81608], [4.32502, -0.58154, -0.92816], [4.95814, 1.80805, 0.39453], [3.55671, 2.80421, 0.77531], [3.99607, 2.50310, -0.92054], [4.40012, -0.67043, 1.77540], [2.70706, -1.04973, 2.14095], [3.37381, 0.55135, 2.53226], [5.26834, -0.26079, -0.48816], [4.32144, -0.35284, -1.98755], [4.20704, -1.64700, -0.76871]], "lowdin_spin": [0.0011, 0.0068, 0.0177, 0.0040, -0.0006, 0.0021, -0.0007, 0.0091, 0.0010, 0.0010, 0.0001, 0.0000, 0.0000, 0.0000, 0.0000, 0.0000, 0.0000, 0.0000, 0.0000, 0.0000, 0.0000, 0.0000, 0.0000, 0.0002, 0.0000, 0.0000, 0.0000, 0.0000, 0.0000, 0.0000, 0.0000, 0.0000, 0.0000, 0.0000, 0.0000, 0.0001, 0.0013, 0.0006, 0.0117, 0.0000, 0.0000, 0.0000, 0.0000, 0.0001, 0.0000, 0.0000, 0.0000, 0.0000, 0.0000, 0.0000, 0.0000, 0.0000, 0.0000, 0.0000, 0.0000, 0.0000, 0.0000, 0.0001, 0.0000, 0.0001, -0.0001, 0.0177, 0.0000, 0.0000, 0.0000, 0.0000, 0.0000, -0.0002, 0.0000, 0.0001, 0.0000, 0.0000, 0.0000, 0.0000, 0.0000, 0.0000, 0.0000, 0.0000, 0.0000, 0.0000, 0.0000, 0.1527, 0.4569, 0.1535, 0.1526, 0.0005, 0.0024, 0.0046, -0.0003, 0.0001, 0.0000, 0.0000, -0.0001, 0.0040, 0.0003, 0.0000, 0.0000, -0.0005], "e_above_lowest_kcal_mol": 0.0, "homo_lumo_gap_ha": [0.2674, 0.2642], "s2": 0.753, "total_charge": 2, "max_force_ev_per_a": 0.5, "spin_multiplicity": 2, "total_energy_ev": -223715.13956}



Repeat the first record exactly.
{"formula": "C4H6FN2", "method": "the ωB97M-V functional and the def2-TZVPD basis", "symbols": ["C", "C", "C", "N", "F", "C", "N", "H", "H", "H", "H", "H", "H"], "positions_angstrom": [[-1.43886, 0.83860, -1.06504], [-0.29637, 0.18934, -0.22088], [-0.54532, -0.75599, 0.83613], [0.80408, -1.03287, 1.21924], [1.09434, -1.87755, 2.21786], [1.71527, -0.32992, 0.49003], [1.06304, 0.47531, -0.42652], [-2.18879, 1.36940, -0.41426], [-1.01447, 1.53070, -1.84719], [-1.97970, -0.01322, -1.57132], [-1.48870, -1.16344, 1.25856], [2.81670, -0.36466, 0.62570], [1.45879, 1.13430, -1.10231]], "nbo_charge": [-0.6614, 0.1970, -0.1049, 0.1132, -0.1061, 0.2072, -0.4780, 0.2660, 0.2453, 0.2613, 0.3016, 0.2788, 0.4802], "e_above_lowest_kcal_mol": 52.6, "homo_lumo_gap_ha": 0.3868, "total_charge": 1, "max_force_ev_per_a": 4.6, "spin_multiplicity": 1, "total_energy_ev": -9933.30657, "smiles": "Cc1cn(F)c[nH+]1"}